Formula: C47H40ClN5O5P3RuSe2
Source: the Open Molecules 2025 dataset
Level of theory: wB97M-V/def2-TZVPD

**HOMO (alpha / beta)**: -4.105 / -7.655 eV
**E_LUMO (alpha / beta)**: -0.62 / -3.90 eV
**Spin multiplicity**: 6
**ΔE to the lowest compared entry with this formula, charge and spin**: 378.8 kJ/mol
**<S²>**: 8.786
**Net charge**: 0
**Energy**: -240729.9575 eV
**Frontier orbital gap (alpha / beta)**: 3.482 / 3.752 eV

Each line ends with the Mulliken spin population.
CARTESIAN COORDINATES (ANGSTROEM)
Ru -2.007 -0.374 -1.547  1.1167
Se -1.165 -1.834 4.703  0.9175
P 0.675 -1.181 3.707  -0.0496
C 2.146 -2.128 4.167  0.0213
C 1.920 -3.471 4.479  0.0085
C 3.021 -4.305 4.611  0.0016
C 4.296 -3.734 4.587  0.0031
C 4.512 -2.383 4.411  0.0050
C 3.411 -1.531 4.335  -0.0192
C 0.900 0.493 4.405  0.0066
C 1.039 0.796 5.737  0.0165
C 1.491 2.049 6.115  0.0164
C 1.952 2.938 5.118  0.0014
C 1.727 2.674 3.771  -0.0104
C 1.233 1.424 3.437  0.0121
C 0.057 -1.310 2.037  -0.0299
C 0.141 -0.608 0.811  0.1551
N -0.946 -1.092 0.070  0.0157
N -1.459 -2.206 0.765  0.0413
N -0.910 -2.295 1.893  0.0123
P 1.462 0.159 -0.181  0.1938
Se 0.081 1.226 -1.518  0.0587
C 2.678 1.429 0.313  -0.0753
C 4.031 1.044 0.543  0.1469
C 4.925 2.047 0.788  -0.1070
C 4.589 3.421 0.718  0.2626
C 3.265 3.774 0.412  -0.1317
C 2.323 2.750 0.373  0.2478
C 2.525 -1.117 -0.780  0.2071
C 3.298 -0.894 -1.938  0.4046
C 4.150 -1.904 -2.419  0.2741
C 4.412 -3.024 -1.610  0.3790
C 3.525 -3.287 -0.572  0.0994
C 2.504 -2.400 -0.224  0.4725
H 0.876 -3.779 4.531  -0.0044
H 2.874 -5.366 4.779  0.0002
H 5.252 -4.325 4.564  0.0000
H 5.590 -2.060 4.341  0.0002
H 3.479 -0.486 4.333  -0.0057
H 0.555 0.176 6.473  -0.0083
H 1.705 2.360 7.176  0.0006
H 2.406 3.920 5.363  0.0009
H 1.961 3.428 2.977  0.0142
H 0.890 1.196 2.398  0.0565
H 4.367 0.021 0.576  0.0247
H 6.005 1.780 0.854  -0.0020
H 5.387 4.148 0.831  0.0308
H 3.060 4.796 0.269  -0.0081
H 1.213 3.001 0.269  0.0767
H 3.214 0.056 -2.492  -0.0166
H 4.723 -1.792 -3.343  0.0002
H 5.224 -3.675 -1.772  0.0506
H 3.549 -4.237 -0.060  -0.0028
H 1.727 -2.694 0.496  0.1724
O -7.679 -1.666 0.150  0.0002
C -7.284 -0.616 0.824  -0.0002
O -8.027 0.019 1.562  0.0002
C -5.808 -0.162 0.715  -0.0009
C -5.281 1.151 1.058  0.0058
Cl -5.998 2.283 2.007  0.0015
N -4.092 1.402 0.462  0.0053
N -3.651 0.187 -0.132  -0.0246
C -4.682 -0.664 -0.046  0.0037
C -4.617 -1.816 -0.960  0.0084
O -5.604 -2.528 -1.170  0.0117
O -3.500 -1.915 -1.574  -0.0088
C -3.236 2.577 0.727  0.0125
C -3.779 3.908 0.671  0.0024
C -2.957 4.990 0.986  -0.0009
C -1.698 4.796 1.590  0.0000
C -1.214 3.502 1.719  0.0011
C -1.956 2.405 1.240  -0.0170
H -6.905 -2.064 -0.389  -0.0004
H -4.838 3.967 0.286  0.0000
H -3.243 6.033 0.821  -0.0002
H -1.124 5.609 1.934  0.0000
H -0.190 3.334 2.078  -0.0001
H -1.539 1.388 1.318  0.0033
C -0.063 -2.688 -3.091  -0.0408
P -1.335 -1.392 -3.416  -0.0561
C -2.473 -2.553 -4.307  0.0002
C -0.432 -0.536 -4.773  0.0068
C -0.979 -0.398 -6.059  0.0021
C -0.242 0.018 -7.155  0.0007
C 1.027 0.593 -6.921  -0.0007
C 1.574 0.472 -5.616  -0.0122
C 0.860 -0.081 -4.548  -0.0091
H 0.736 -2.366 -2.455  0.0566
H 0.306 -3.059 -4.069  -0.0022
H -0.503 -3.659 -2.777  0.0030
H -1.824 -3.050 -5.016  -0.0008
H -3.405 -2.143 -4.726  0.0000
H -2.789 -3.331 -3.596  0.0010
H -2.032 -0.727 -6.258  0.0000
H -0.675 -0.176 -8.132  -0.0001
H 1.639 1.016 -7.751  -0.0001
H 2.543 0.872 -5.415  -0.0039
H 1.266 -0.203 -3.584  0.0363
C -4.365 0.664 -3.428  -0.0174
C -3.014 0.950 -2.872  -0.0065
O -2.627 2.076 -3.018  -0.0163
H -4.293 0.942 -4.484  0.0004
H -5.125 1.354 -2.962  0.0017
H -4.733 -0.326 -3.533  -0.0003

***

Formula: C13H39BrO11PS
Source: the Open Molecules 2025 dataset
Level of theory: wB97M-V/def2-TZVPD

**HOMO**: -4.442 eV
**E_LUMO**: 1.85 eV
**Net charge**: -1
**Energy**: -126798.6659 eV
**Frontier orbital gap**: 6.297 eV

Each line ends with the natural charge from an NBO analysis.
CARTESIAN COORDINATES (ANGSTROEM)
C -0.064 0.268 0.019  -0.7327
C -0.354 -1.079 -0.590  0.8144
O -0.303 -1.259 -1.777  -0.5805
O -0.666 -2.057 0.327  -0.5694
C -0.061 -3.307 0.089  0.8104
O -0.518 -4.010 -0.777  -0.5517
C 1.088 -3.767 0.948  -0.8499
P 2.373 -2.463 1.582  0.7805
S 1.495 -2.520 3.698  -0.5754
C 3.068 -2.295 -0.215  -0.8776
C 4.119 -1.252 -0.384  0.5890
O 5.099 -1.404 -1.069  -0.6037
Br 3.953 0.493 0.489  -0.0736
H 1.008 0.295 0.163  0.2580
H -0.394 1.037 -0.666  0.2409
H -0.580 0.291 0.969  0.2394
H 1.642 -4.457 0.315  0.2319
H 0.718 -4.361 1.775  0.2583
H 1.509 -1.336 1.332  -0.1524
H 3.372 -1.564 2.123  -0.1469
H 3.257 -3.581 1.893  -0.1470
H 0.179 -2.334 3.497  0.1129
H 2.290 -2.131 -0.950  0.2798
H 3.533 -3.242 -0.465  0.2456
C 3.368 -2.751 -4.308  -0.2415
O 3.322 -2.730 -2.890  -0.7349
H 2.418 -3.139 -4.670  0.1833
H 3.512 -1.741 -4.707  0.1561
H 4.176 -3.400 -4.663  0.1485
H 4.165 -2.384 -2.571  0.4819
C -0.125 3.200 2.662  -0.2452
O 0.392 1.887 2.521  -0.7138
H -0.866 3.353 1.880  0.1803
H -0.606 3.326 3.638  0.1525
H 0.669 3.945 2.551  0.1558
H 1.047 1.750 3.210  0.4725
C 6.593 -4.331 -1.141  -0.2538
O 6.432 -4.450 0.269  -0.7171
H 5.723 -4.779 -1.616  0.1859
H 6.655 -3.281 -1.429  0.1815
H 7.495 -4.860 -1.468  0.1449
H 7.198 -4.050 0.685  0.4585
C -3.548 1.085 -1.187  -0.2488
O -2.273 1.337 -1.782  -0.7377
H -3.439 1.142 -0.110  0.2073
H -4.272 1.834 -1.516  0.1495
H -3.901 0.088 -1.459  0.1732
H -2.389 1.274 -2.735  0.4632
C -5.890 2.957 0.779  -0.2441
O -5.442 1.669 1.185  -0.7274
H -5.420 3.202 -0.170  0.1754
H -6.976 2.958 0.651  0.1582
H -5.608 3.703 1.524  0.1697
H -5.871 1.477 2.023  0.4687
C 0.499 3.333 -3.672  -0.2469
O -0.858 3.064 -4.011  -0.7381
H 0.993 3.726 -4.558  0.1724
H 0.557 4.075 -2.872  0.1585
H 1.006 2.417 -3.357  0.1789
H -1.282 2.718 -3.221  0.4712
C -7.413 5.028 3.955  -0.2477
O -6.898 3.708 3.807  -0.7284
H -8.154 5.187 3.176  0.1836
H -7.889 5.149 4.931  0.1630
H -6.616 5.768 3.845  0.1643
H -6.244 3.573 4.497  0.4667

***

Formula: C41H38N6NiOTe
Source: the Open Molecules 2025 dataset
Level of theory: wB97M-V/def2-TZVPD

**HOMO (alpha / beta)**: -9.517 / -8.624 eV
**E_LUMO (alpha / beta)**: -2.51 / -2.51 eV
**Spin multiplicity**: 2
**ΔE to the lowest compared entry with this formula, charge and spin**: 0.0 kJ/mol
**<S²>**: 0.767
**Net charge**: +1
**Energy**: -102454.2180 eV
**Frontier orbital gap (alpha / beta)**: 7.008 / 6.115 eV

Each line ends with the Mulliken spin population.
CARTESIAN COORDINATES (ANGSTROEM)
Ni -0.153 -0.292 0.295  0.9638
C -3.847 1.138 -1.732  -0.0002
C -4.844 0.733 -0.862  -0.0028
C -4.489 0.076 0.305  -0.0011
C -3.146 -0.163 0.564  -0.0079
N -2.183 0.220 -0.286  0.0256
C -2.531 0.860 -1.399  0.0022
C -2.679 -0.832 1.812  0.0006
C -3.504 -1.356 2.799  0.0052
C -2.909 -1.938 3.907  -0.0110
C -1.529 -1.979 4.024  0.0065
C -0.774 -1.424 2.998  0.0119
N -1.357 -0.889 1.937  0.0056
C 0.713 -1.365 2.957  -0.0145
C 1.494 -1.662 4.067  -0.0005
C 2.872 -1.587 3.965  -0.0036
C 3.432 -1.212 2.756  0.0001
C 2.584 -0.912 1.704  0.0004
N 1.256 -0.979 1.790  0.0159
H -4.076 1.659 -2.651  0.0001
H -5.884 0.933 -1.080  -0.0003
H -5.253 -0.234 1.005  0.0001
H -1.715 1.148 -2.053  -0.0015
H -4.581 -1.330 2.713  0.0006
H -3.528 -2.369 4.684  -0.0004
H -1.072 -2.442 4.886  0.0003
H 1.032 -1.940 5.004  0.0003
H 3.497 -1.813 4.819  -0.0004
H 4.503 -1.143 2.626  0.0002
H 2.982 -0.602 0.745  -0.0032
C -1.672 -6.162 4.605  0.0002
C -1.425 -5.483 3.287  0.0006
C -2.476 -5.047 2.494  -0.0014
C -2.259 -4.421 1.272  0.0015
C -3.464 -3.995 0.467  0.0017
C -0.942 -4.209 0.832  -0.0082
Te -0.814 -3.783 -1.249  0.0025
N -0.221 -1.892 -1.194  0.0094
C -0.005 -1.683 -2.504  0.0037
O -0.168 -2.589 -3.353  0.0000
C 0.450 -0.342 -2.967  -0.0077
C 1.277 0.446 -2.186  0.0037
C 1.761 1.654 -2.674  -0.0077
C 1.381 2.096 -3.935  0.0012
C 0.542 1.311 -4.716  -0.0021
C 0.100 0.083 -4.245  0.0011
C 0.949 -4.827 -1.726  0.0001
C 2.121 -4.114 -1.925  0.0001
C 3.272 -4.783 -2.298  -0.0001
C 3.235 -6.162 -2.472  0.0000
C 2.055 -6.860 -2.280  -0.0001
C 0.881 -6.205 -1.909  -0.0012
C -0.390 -6.981 -1.686  -0.0002
C 0.135 -4.598 1.641  0.0077
C 1.575 -4.348 1.295  -0.0008
C -0.132 -5.234 2.849  -0.0004
H -2.719 -6.438 4.720  0.0000
H -1.405 -5.506 5.436  0.0000
H -1.069 -7.065 4.700  0.0000
H -3.497 -5.206 2.829  -0.0007
H -4.332 -3.902 1.120  -0.0002
H -3.716 -4.721 -0.309  -0.0002
H -3.320 -3.028 -0.019  -0.0008
H 1.525 0.126 -1.178  0.0034
H 2.469 2.229 -2.086  -0.0002
H 1.755 3.038 -4.316  0.0001
H 0.253 1.643 -5.704  -0.0001
H -0.511 -0.563 -4.861  0.0002
H 2.130 -3.038 -1.793  -0.0008
H 4.190 -4.235 -2.461  0.0000
H 4.130 -6.695 -2.766  0.0000
H 2.033 -7.933 -2.424  0.0000
H -0.238 -8.038 -1.893  0.0000
H -1.197 -6.633 -2.335  0.0002
H -0.732 -6.897 -0.650  0.0001
H 1.697 -3.490 0.642  0.0012
H 2.026 -5.214 0.805  -0.0001
H 2.139 -4.153 2.207  -0.0003
H 0.706 -5.539 3.468  0.0000
N 0.749 2.805 0.209  -0.0071
C 0.864 3.920 0.957  -0.0018
C 0.351 3.618 2.196  0.0004
C -0.065 2.280 2.090  -0.0103
N 0.178 1.798 0.882  0.0207
H 0.960 2.677 -0.768  -0.0021
H 1.288 4.824 0.557  -0.0002
H 0.281 4.270 3.048  0.0003
H -0.529 1.650 2.832  0.0028